# C12H18LiN4O4

A molecular structure, C12H18LiN4O4 (the ωB97M-V functional and the def2-TZVPD basis, OMol25).

Calculated values
E = -995.7148 Eh
M = 289.2 g/mol
Total charge = -1

Each line ends with the Löwdin charge.
Cartesian coordinates (Å):
1 Li -0.595 -0.840 -0.419  0.5496
2 N -2.456 0.907 -1.120  -0.0155
3 C -3.742 0.281 -0.807  -0.2863
4 C -3.941 -1.032 -1.561  -0.1366
5 C -2.938 -2.130 -1.142  -0.7124
6 O -3.379 -3.101 -0.508  -0.0403
7 O -1.733 -1.901 -1.456  -0.1456
8 H -2.463 1.891 -0.883  0.0584
9 H -2.244 0.816 -2.107  0.0660
10 H -4.592 0.940 -1.043  0.0928
11 H -3.767 0.088 0.269  0.1103
12 H -3.828 -0.841 -2.634  0.1029
13 H -4.955 -1.391 -1.382  0.0987
14 N 1.110 -4.047 1.149  0.1330
15 C 0.561 -2.819 0.849  -0.5449
16 O 0.981 -2.188 -0.113  -0.0284
17 C -0.548 -2.348 1.760  -0.3050
18 C -0.710 -0.833 1.770  -0.2671
19 H 1.598 -4.493 0.390  0.0903
20 H 0.579 -4.640 1.762  0.0820
21 H -0.395 -2.871 2.727  0.0857
22 H -1.448 -2.805 1.320  0.0988
23 H 0.109 -0.383 2.358  -0.0219
24 H -1.645 -0.594 2.296  -0.0258
25 N 4.128 3.966 1.200  0.1563
26 C 4.131 3.310 -0.001  -0.4990
27 O 5.035 3.446 -0.801  0.0526
28 C 2.941 2.434 -0.267  -0.1474
29 C 1.725 2.584 0.394  -0.0132
30 C 0.699 1.699 0.105  -0.1360
31 N 0.825 0.721 -0.786  0.0360
32 C 1.985 0.579 -1.416  -0.1117
33 C 3.071 1.415 -1.200  0.0019
34 H 4.985 4.433 1.442  0.1031
35 H 3.558 3.624 1.952  0.0907
36 H 1.551 3.376 1.111  0.1037
37 H -0.253 1.724 0.621  0.0947
38 H 2.052 -0.256 -2.104  0.1160
39 H 4.006 1.277 -1.724  0.1138


# C20H23N4O2OsSSi

A molecular structure, C20H23N4O2OsSSi (the ωB97M-V functional and the def2-TZVPD basis, OMol25).

Calculated values
M = 601.8 g/mol
Energy above the lowest of the compared OMol25 structures with the same formula, charge and spin = 0.0 kJ/mol
Total charge = +1

Each line ends with the Löwdin charge.
Cartesian coordinates (Å):
1 Os -0.561 -1.280 0.629  1.2168
2 S 1.324 -0.309 1.047  0.7214
3 C 0.741 1.304 1.524  -0.6892
4 N 1.506 2.279 1.949  0.1042
5 N 2.768 2.145 2.057  0.0443
6 C 3.602 3.200 2.494  -0.2173
7 C 4.964 2.946 2.582  -0.0227
8 C 5.816 3.953 3.002  -0.0655
9 C 5.307 5.200 3.331  -0.0658
10 C 3.942 5.440 3.238  -0.0603
11 C 3.077 4.444 2.820  -0.0147
12 N -0.576 1.590 1.433  0.0550
13 N -1.309 0.661 0.985  -0.1677
14 C -2.701 0.942 0.901  -0.2611
15 C -3.312 1.866 1.741  -0.0156
16 C -4.675 2.076 1.631  -0.0599
17 C -5.422 1.374 0.693  -0.0631
18 C -4.804 0.455 -0.143  -0.0630
19 C -3.441 0.235 -0.039  -0.0394
20 H 3.222 1.263 1.825  0.1231
21 H 5.355 1.968 2.323  0.1163
22 H 6.878 3.762 3.072  0.1130
23 H 5.973 5.987 3.658  0.1117
24 H 3.546 6.414 3.494  0.1132
25 H 2.014 4.621 2.744  0.1115
26 H -2.722 2.400 2.473  0.1118
27 H -5.159 2.788 2.285  0.1127
28 H -6.488 1.544 0.616  0.1117
29 H -5.381 -0.084 -0.881  0.1123
30 H -2.940 -0.450 -0.716  0.0885
31 C -0.876 -5.250 2.175  0.0310
32 O -0.120 -4.350 1.301  0.0065
33 C -0.493 -3.140 1.224  -0.5538
34 O -1.488 -2.618 1.851  -0.1030
35 H -0.599 -6.247 1.856  0.1045
36 H -1.940 -5.073 2.047  0.1022
37 H -0.571 -5.069 3.202  0.1080
38 C -2.069 -2.420 -4.837  -0.1822
39 Si -0.300 -2.436 -4.245  0.4323
40 C 0.482 -4.113 -4.472  -0.1836
41 C 0.714 -1.093 -5.051  -0.1802
42 C -0.329 -2.048 -2.426  -0.1418
43 C -0.366 -1.778 -1.234  -0.3222
44 H -2.105 -2.641 -5.906  0.0383
45 H -2.533 -1.446 -4.678  0.0338
46 H -2.667 -3.173 -4.321  0.0338
47 H 0.519 -4.371 -5.533  0.0376
48 H -0.085 -4.890 -3.959  0.0337
49 H 1.503 -4.128 -4.087  0.0347
50 H 0.771 -1.261 -6.128  0.0386
51 H 1.733 -1.081 -4.659  0.0349
52 H 0.273 -0.108 -4.886  0.0351


# C4H6N2OS

A single C4H6N2OS molecule in a non-equilibrium geometry (the ωB97M-V functional and the def2-TZVPD basis, OMol25).

Calculated values
M = 130.2 g/mol
Energy above the lowest of the compared OMol25 structures with the same formula, charge and spin = 273.9 kJ/mol

Each line ends with the Löwdin charge.
Cartesian coordinates (Å):
1 C -1.227 -0.912 -1.094  -0.1032
2 C 0.649 -0.657 0.214  -0.3570
3 C 1.267 0.141 -0.857  -0.2165
4 C -0.033 0.282 1.247  -0.8260
5 H -0.734 -0.145 -1.792  0.0927
6 H -1.908 -0.278 -0.397  0.0965
7 H -1.788 -1.634 -1.793  0.1215
8 H 1.542 -1.181 0.666  0.1895
9 H 1.016 1.716 0.359  0.0613
10 H 0.301 2.244 1.947  0.1664
11 N 1.793 0.643 -1.739  0.2006
12 N 0.527 1.496 1.194  0.0803
13 O -0.221 -1.570 -0.343  -0.1458
14 S -1.184 -0.144 2.390  0.6397


# C3H4O

A single C3H4O molecule in a non-equilibrium geometry (the ωB97M-V functional and the def2-TZVPD basis, OMol25).

Calculated values
M = 56.1 g/mol
Energy above the lowest of the compared OMol25 structures with the same formula, charge and spin = 369.1 kJ/mol

Each line ends with the Löwdin charge.
Cartesian coordinates (Å):
1 C -0.598 -1.790 1.348  0.0629
2 C -0.051 -0.947 0.726  -0.0116
3 C 0.305 1.071 -0.767  -0.2046
4 O 0.985 0.145 -0.020  -0.1589
5 H -1.263 -2.499 1.730  0.0154
6 H -0.458 1.638 -0.238  0.0793
7 H -0.056 0.609 -1.793  0.1228
8 H 1.136 1.773 -0.987  0.0947